one.
19
Properties=species:S:1:pos:R:3 method="wB97M-V/def2-TZVPD" lumo_energy_ev=-4.3 multiplicity=1 charge=+1 homo_energy_ev=-15.1
C 1.05 1.77 -1.10
C -1.92 0.74 -1.28
C 0.80 0.78 -0.11
C 1.47 -1.64 0.19
C -1.69 -0.26 0.92
C 1.39 -0.24 0.68
N 0.82 2.16 0.13
N -1.20 0.28 -0.33
H 1.48 2.06 -2.02
H -3.01 0.55 -1.29
H -1.59 1.28 -2.08
H 0.57 -2.04 -0.30
H 1.66 -2.34 0.94
H 2.29 -1.85 -0.63
H -1.34 -1.41 0.94
H -2.78 -0.09 1.06
H -1.23 0.24 1.67
H 2.35 0.24 0.91
H 0.92 -0.23 1.71

two.
19
Properties=species:S:1:pos:R:3 method="wB97M-V/def2-TZVPD" lumo_energy_ev="-5.2 / -5.2" multiplicity=1 charge=+1 homo_energy_ev="-13.4 / -13.4"
C -0.15 -0.92 -0.26
C 3.89 0.96 1.55
C 0.97 -1.61 -0.72
C -3.28 0.96 -0.60
C -1.08 -0.11 0.08
C -2.64 -0.35 -0.11
N 3.11 0.09 -0.57
N 3.47 0.57 0.44
H 4.74 0.55 1.95
H 3.46 2.01 1.91
H 1.31 -2.50 -0.20
H 2.01 -0.82 -0.50
H -3.37 1.49 0.35
H -4.30 1.03 -1.00
H -2.63 1.50 -1.16
H 1.06 -1.88 -1.76
H -0.96 0.83 0.65
H -3.12 -0.63 0.80
H -2.50 -1.19 -0.85

three.
19
Properties=species:S:1:pos:R:3 method="wB97M-V/def2-TZVPD" lumo_energy_ev=-5.4 multiplicity=1 smiles="C=[N+](C)[C@@H](C#N)CC" charge=+1 homo_energy_ev=-16.0
C 1.24 -0.93 1.55
C 1.47 -0.53 -1.03
C 0.07 -0.70 0.82
C -0.36 1.77 0.23
C -0.80 -0.95 -1.46
C -0.64 0.66 1.23
N 2.11 -0.89 2.30
N 0.28 -0.75 -0.60
H -0.62 -1.47 1.12
H 1.66 -0.51 -2.11
H 2.25 -0.26 -0.43
H -0.72 2.72 0.54
H -1.08 1.66 -0.53
H 0.59 1.88 -0.17
H -1.56 -0.26 -1.04
H -1.11 -1.97 -1.32
H -0.80 -0.78 -2.48
H -1.66 0.43 1.20
H -0.32 0.86 2.18

Quick one: least stable of them? two

one.
19
Properties=species:S:1:pos:R:3 method="wB97M-V/def2-TZVPD" lumo_energy_ev=-4.8 multiplicity=1 smiles="CN1[C@@H]2C=[N+](C)[C@@]21C" charge=+1 homo_energy_ev=-14.0
C 0.15 -0.39 1.57
C -0.89 0.64 1.20
C -0.60 0.15 -0.32
C -1.44 -0.43 -1.38
C 0.87 2.24 0.04
C 1.18 -1.88 -0.17
N -0.30 1.40 0.08
N 0.47 -0.83 0.40
H 0.20 -1.05 2.42
H -1.67 1.00 1.70
H -0.92 -0.72 -2.35
H -2.45 0.25 -1.42
H -1.87 -1.32 -0.86
H 1.49 1.90 -0.70
H 0.53 3.28 -0.31
H 1.43 2.37 0.98
H 1.69 -1.55 -1.13
H 0.37 -2.67 -0.37
H 1.74 -2.37 0.62

two.
19
Properties=species:S:1:pos:R:3 method="wB97M-V/def2-TZVPD" lumo_energy_ev=-3.1 multiplicity=1 charge=+1 homo_energy_ev=-13.9
C -0.24 0.00 -1.98
C 0.83 0.49 -1.36
C -1.30 -0.84 -1.32
C 0.09 0.07 1.99
C 0.87 1.08 1.14
C -0.24 -0.83 0.81
N -1.33 -0.57 0.11
N 1.15 0.16 -0.01
H -0.38 0.23 -3.02
H 1.55 1.13 -1.88
H -2.28 -0.61 -1.75
H -1.10 -1.90 -1.49
H 0.72 -0.44 2.73
H -0.79 0.46 2.50
H 0.25 1.90 0.79
H 1.77 1.49 1.59
H 0.15 -1.84 0.74
H -1.81 0.30 0.34
H 2.07 -0.28 0.06

three.
19
Properties=species:S:1:pos:R:3 method="wB97M-V/def2-TZVPD" lumo_energy_ev="-5.0 / -5.7" multiplicity=1 charge=+1 homo_energy_ev="-13.4 / -13.9"
C 0.49 0.71 0.34
C 2.39 1.77 1.48
C -1.07 -0.22 -1.34
C -0.04 -1.43 -1.39
C -0.88 0.44 -0.02
C -1.57 -0.23 1.24
N 1.39 1.18 0.91
N 1.28 -0.93 -1.20
H 2.34 1.85 2.59
H 3.26 2.11 0.87
H -0.96 0.37 -2.22
H -2.04 -0.59 -1.53
H -0.37 -2.26 -0.77
H 0.02 -1.60 -2.45
H -1.27 1.48 -0.20
H -0.71 -0.82 1.74
H -2.35 -0.91 0.81
H -1.90 0.62 1.90
H 2.01 -1.55 -0.77

Quick one: least stable of them? three

one.
19
Properties=species:S:1:pos:R:3 method="wB97M-V/def2-TZVPD" lumo_energy_ev=-7.7 multiplicity=1 charge=+1 homo_energy_ev=-14.4
C -1.16 2.06 0.44
C 0.09 1.68 -0.36
C 0.96 0.76 0.51
C 0.25 -0.60 0.43
C -0.90 -0.71 0.98
N 0.35 -1.94 -2.11
C 0.67 -2.49 -1.04
N 0.98 -1.81 0.19
H -1.97 2.29 -0.25
H -1.56 1.08 0.86
H -0.93 2.90 1.08
H 0.68 2.56 -0.60
H -0.31 1.12 -1.21
H 0.83 1.10 1.53
H 1.96 0.49 0.20
H -1.58 -1.48 1.34
H 0.03 -0.97 -2.04
H 0.62 -3.57 -0.94
H 0.99 -2.44 0.99

two.
19
Properties=species:S:1:pos:R:3 method="wB97M-V/def2-TZVPD" lumo_energy_ev="-5.6 / -5.2" multiplicity=1 charge=+1 homo_energy_ev="-11.9 / -12.3"
C 1.23 -2.52 1.71
C 0.69 0.64 -0.22
C 0.85 -1.58 0.75
C 1.02 -0.24 0.81
C -1.46 1.55 -0.82
C -1.25 2.46 -3.16
N -1.42 1.98 -1.98
N -2.14 1.56 0.24
H 2.16 -2.93 1.50
H 0.44 -3.28 1.83
H 0.68 1.69 -0.14
H 0.54 0.28 -1.21
H 0.50 -2.09 -0.14
H -0.98 3.45 -3.48
H 1.53 0.15 1.68
H -1.66 1.98 -4.10
H 1.28 -1.88 2.68
H -1.71 1.15 1.05
H -3.07 1.84 0.22

Quick one: least stable of them? one